Entry from OMol25: a 10-piece molecular cluster, C45H110N10O5 overall (the ωB97M-V functional and the def2-TZVPD basis).

E = -73588.1412 eV
gap between HOMO and LUMO = 8.233 eV
energy above the lowest of the compared OMol25 structures with the same formula, charge and spin = 36.0 kcal per mole
spin multiplicity = 1
HOMO = -7.935 eV

Bonds (Å) are listed after each position.
CARTESIAN COORDINATES (ANGSTROEM)
1 C 7.6660 0.2374 4.6147  C2 1.518, H8 1.091, H9 1.093, H10 1.090
2 C 7.6574 0.5257 3.1239  C1 1.518, N3 1.449, H11 1.108, H12 1.093
3 N 6.3574 0.9564 2.6512  C2 1.449, C4 1.442, C6 1.455
4 C 6.0825 0.7148 1.2563  N3 1.442, C5 1.521, H13 1.111, H14 1.092
5 C 4.5954 0.5289 0.9986  C4 1.521, H15 1.097, H16 1.092, H17 1.086
6 C 5.8255 2.1902 3.2106  N3 1.455, C7 1.531, H18 1.089, H19 1.101
7 C 6.1584 3.4650 2.4300  C6 1.531, H20 1.090, H21 1.089, H22 1.088
8 H 8.4086 -0.4893 4.9482  C1 1.091
9 H 6.7198 -0.2432 4.8761  C1 1.093
10 H 7.7674 1.1370 5.2213  C1 1.090
11 H 8.4488 1.2506 2.8482  C2 1.108
12 H 7.9591 -0.3899 2.6090  C2 1.093
13 H 6.5272 1.5089 0.6185  C4 1.111
14 H 6.6459 -0.1521 0.9041  C4 1.092
15 H 4.4126 0.2592 -0.0491  C5 1.097
16 H 4.3303 -0.3851 1.5344  C5 1.092
17 H 3.9733 1.3897 1.2270  C5 1.086
18 H 6.0778 2.2431 4.2686  C6 1.089
19 H 4.7344 2.0495 3.2420  C6 1.101
20 H 7.2223 3.6825 2.5271  C7 1.090
21 H 5.5270 4.2764 2.7901  C7 1.089
22 H 5.9225 3.3214 1.3779  C7 1.088
23 C 0.7148 6.1341 -2.0580  C24 1.533, H30 1.091, H31 1.089, H32 1.092
24 C 2.1849 6.4394 -2.3671  C23 1.533, N25 1.454, H33 1.096, H34 1.090
25 N 2.9808 5.3423 -2.8932  C24 1.454, C26 1.444, C28 1.455
26 C 3.3020 4.3746 -1.8708  N25 1.444, C27 1.520, H35 1.106, H36 1.098
27 C 4.5315 4.7089 -1.0416  C26 1.520, H37 1.095, H38 1.086, H39 1.091
28 C 2.3799 4.6992 -4.0520  N25 1.455, C29 1.508, H40 1.111, H41 1.093
29 C 2.1502 5.6183 -5.2251  C28 1.508, H42 1.095, H43 1.096, H44 1.089
30 H 0.6072 5.1871 -1.5273  C23 1.091
31 H 0.0982 6.1520 -2.9557  C23 1.089
32 H 0.3228 6.9113 -1.3986  C23 1.092
33 H 2.1987 7.2393 -3.1169  C24 1.096
34 H 2.7022 6.8659 -1.5077  C24 1.090
35 H 2.4466 4.1900 -1.1945  C26 1.106
36 H 3.4235 3.3611 -2.2747  C26 1.098
37 H 4.7232 3.8550 -0.3841  C27 1.095
38 H 5.4081 4.8832 -1.6590  C27 1.086
39 H 4.3219 5.5400 -0.3669  C27 1.091
40 H 1.4286 4.2094 -3.7520  C28 1.111
41 H 2.9946 3.8433 -4.3413  C28 1.093
42 H 1.9194 5.0585 -6.1370  C29 1.095
43 H 3.0836 6.1313 -5.4836  C29 1.096
44 H 1.3669 6.3674 -5.1157  C29 1.089
45 C -1.4197 2.3828 -5.9406  C46 1.535, H52 1.092, H53 1.087, H54 1.092
46 C -1.4130 3.3296 -4.7322  C45 1.535, N47 1.473, H55 1.098, H56 1.087
47 N -2.6390 3.1657 -3.9328  C46 1.473, C48 1.444, C50 1.455
48 C -3.0726 4.4332 -3.3946  N47 1.444, C49 1.504, H57 1.089, H58 1.118
49 C -3.5976 5.3853 -4.4342  C48 1.504, H59 1.097, H60 1.095, H61 1.089
50 C -2.4914 2.1570 -2.8945  N47 1.455, C51 1.531, H62 1.101, H63 1.098
51 C -3.7978 1.9417 -2.1250  C50 1.531, H64 1.094, H65 1.093, H66 1.084
52 H -0.7212 2.7535 -6.6938  C45 1.092
53 H -2.4075 2.2908 -6.3859  C45 1.087
54 H -1.1172 1.3823 -5.6239  C45 1.092
55 H -0.5180 3.1269 -4.1289  C46 1.098
56 H -1.3508 4.3696 -5.0435  C46 1.087
57 H -3.7820 4.3359 -2.5735  C48 1.089
58 H -2.2638 4.9582 -2.8285  C48 1.118
59 H -4.2697 4.8503 -5.1164  C49 1.097
60 H -4.2629 6.1471 -4.0147  C49 1.095
61 H -2.8550 5.9155 -5.0277  C49 1.089
62 H -1.6624 2.3475 -2.1959  C50 1.101
63 H -2.3003 1.2007 -3.3998  C50 1.098
64 H -4.6455 2.2267 -2.7550  C51 1.094
65 H -3.8657 2.6043 -1.2579  C51 1.093
66 H -3.9651 0.9345 -1.7594  C51 1.084
67 C 3.7628 -0.9551 5.5584  C68 1.526, H74 1.090, H75 1.088, H76 1.093
68 C 2.7945 -0.5416 4.4534  C67 1.526, N69 1.450, H77 1.109, H78 1.088
69 N 1.4514 -1.0617 4.6176  C68 1.450, C70 1.452, C72 1.453
70 C 0.7621 -1.2653 3.3556  N69 1.452, C71 1.517, H79 1.118, H80 1.088
71 C 1.3155 -2.3427 2.4416  C70 1.517, H81 1.091, H82 1.093, H83 1.093
72 C 0.6056 -0.2447 5.4713  N69 1.453, C73 1.527, H84 1.113, H85 1.091
73 C 1.1908 0.1974 6.8107  C72 1.527, H86 1.090, H87 1.087, H88 1.089
74 H 3.8332 -0.2448 6.3824  C67 1.090
75 H 4.7901 -1.1359 5.2486  C67 1.088
76 H 3.3742 -1.8752 6.0034  C67 1.093
77 H 2.7774 0.5658 4.4014  C68 1.109
78 H 3.2280 -0.8675 3.5104  C68 1.088
79 H 0.7901 -0.3116 2.7724  C70 1.118
80 H -0.3077 -1.4341 3.4652  C70 1.088
81 H 2.3592 -2.2203 2.1492  C71 1.091
82 H 0.7118 -2.3495 1.5299  C71 1.093
83 H 1.2374 -3.3448 2.8701  C71 1.093
84 H 0.3811 0.6953 4.9189  C72 1.113
85 H -0.3467 -0.7506 5.6364  C72 1.091
86 H 0.4144 0.7484 7.3411  C73 1.090
87 H 1.5731 -0.6573 7.3636  C73 1.087
88 H 1.9878 0.9216 6.6476  C73 1.089
89 C -5.3052 -2.6884 1.7685  C90 1.515, H96 1.093, H97 1.089, H98 1.101
90 C -4.4343 -3.8835 1.4413  C89 1.515, N91 1.472, H99 1.097, H100 1.088
91 N -4.1014 -4.7654 2.5720  C90 1.472, C92 1.446, C94 1.446
92 C -5.2902 -5.2940 3.2037  N91 1.446, C93 1.522, H101 1.105, H102 1.093
93 C -5.0530 -6.3662 4.2574  C92 1.522, H103 1.087, H104 1.095, H105 1.090
94 C -3.0991 -4.2178 3.4587  N91 1.446, C95 1.533, H106 1.096, H107 1.106
95 C -1.7542 -3.9491 2.7728  C94 1.533, H108 1.100, H109 1.091, H110 1.086
96 H -6.2369 -2.9438 2.2788  C89 1.093
97 H -5.5359 -2.0584 0.9106  C89 1.089
98 H -4.8355 -2.0475 2.5302  C89 1.101
99 H -4.9827 -4.5583 0.7723  C90 1.097
100 H -3.5058 -3.5959 0.9533  C90 1.088
101 H -5.8641 -4.4958 3.7075  C92 1.105
102 H -5.9516 -5.7544 2.4655  C92 1.093
103 H -5.9525 -6.5350 4.8435  C93 1.087
104 H -4.6991 -7.3024 3.8134  C93 1.095
105 H -4.2333 -6.1152 4.9309  C93 1.090
106 H -2.8463 -5.0238 4.1564  C94 1.096
107 H -3.4039 -3.4267 4.1690  C94 1.106
108 H -1.6427 -2.8823 2.5271  C95 1.100
109 H -1.6737 -4.4027 1.7839  C95 1.091
110 H -0.9164 -4.2081 3.4136  C95 1.086
111 C -1.4317 -1.2766 -0.5965  N112 1.445, H116 1.082, H117 1.098, H118 1.092
112 N -0.3554 -0.3131 -0.6083  C111 1.445, C113 1.343, H119 1.009
113 C -0.3864 0.8097 0.1281  N112 1.343, C114 1.501, O115 1.227
114 C 0.8401 1.6620 -0.0197  C113 1.501, H120 1.088, H121 1.099, H122 1.091
115 O -1.3841 1.1753 0.7412  C113 1.227
116 H -2.3767 -0.8870 -0.9513  C111 1.082
117 H -1.5852 -1.7257 0.3933  C111 1.098
118 H -1.1078 -2.1448 -1.1733  C111 1.092
119 H 0.5211 -0.5777 -1.0332  N112 1.009
120 H 1.0604 2.2959 0.8361  C114 1.088
121 H 0.6574 2.4057 -0.8080  C114 1.099
122 H 1.6898 1.0682 -0.3594  C114 1.091
123 C -2.4264 0.6538 3.9082  N124 1.449, H128 1.083, H129 1.090, H130 1.096
124 N -3.8703 0.7780 3.9082  C123 1.449, C125 1.354, H131 1.007
125 C -4.7238 0.3137 4.8510  N124 1.354, C126 1.507, O127 1.220
126 C -4.1207 -0.3386 6.0688  C125 1.507, H132 1.085, H133 1.093, H134 1.094
127 O -5.9339 0.3909 4.7133  C125 1.220
128 H -1.9984 0.6307 4.9023  C123 1.083
129 H -1.9658 1.4632 3.3410  C123 1.090
130 H -2.1423 -0.2342 3.3327  C123 1.096
131 H -4.3260 1.2295 3.1315  N124 1.007
132 H -4.9150 -0.7539 6.6795  C126 1.085
133 H -3.5424 0.3864 6.6475  C126 1.093
134 H -3.4408 -1.1618 5.8304  C126 1.094
135 C -0.0781 -5.5414 -2.7449  N136 1.445, H140 1.087, H141 1.093, H142 1.086
136 N -1.4365 -6.0328 -2.6940  C135 1.445, C137 1.360, H143 1.004
137 C -2.2942 -5.6383 -1.7145  N136 1.360, C138 1.507, O139 1.216
138 C -3.6864 -6.2142 -1.7596  C137 1.507, H144 1.085, H145 1.094, H146 1.088
139 O -1.9600 -4.8431 -0.8580  C137 1.216
140 H 0.4037 -5.7498 -1.7927  C135 1.087
141 H -0.0448 -4.4633 -2.9220  C135 1.093
142 H 0.4254 -6.0348 -3.5716  C135 1.086
143 H -1.8324 -6.4782 -3.5018  N136 1.004
144 H -3.8147 -6.9183 -0.9443  C138 1.085
145 H -3.8743 -6.7083 -2.7177  C138 1.094
146 H -4.3874 -5.3821 -1.7336  C138 1.088
147 C -2.6350 -2.1976 -3.9483  N148 1.426, H152 1.087, H153 1.095, H154 1.091
148 N -3.9003 -2.7194 -4.3501  C147 1.426, C149 1.364, H155 1.004
149 C -4.0429 -3.2960 -5.5775  N148 1.364, C150 1.511, O151 1.218
150 C -5.3100 -4.0908 -5.7909  C149 1.511, H156 1.098, H157 1.091, H158 1.080
151 O -3.1847 -3.2192 -6.4383  C149 1.218
152 H -2.7058 -1.4947 -3.1228  C147 1.087
153 H -2.2841 -1.5652 -4.7702  C147 1.095
154 H -1.8667 -2.9507 -3.7674  C147 1.091
155 H -4.6411 -2.9026 -3.6972  N148 1.004
156 H -6.1227 -3.3645 -5.9217  C150 1.098
157 H -5.5942 -4.6381 -4.8907  C150 1.091
158 H -5.2312 -4.7064 -6.6753  C150 1.080
159 C 4.2167 -1.3758 -3.6162  N160 1.446, H164 1.089, H165 1.090, H166 1.089
160 N 3.4429 -0.1873 -3.9011  C159 1.446, C161 1.355, H167 1.004
161 C 2.2293 -0.0011 -3.3292  N160 1.355, C162 1.511, O163 1.224
162 C 1.4662 1.2221 -3.7806  C161 1.511, H168 1.084, H169 1.088, H170 1.095
163 O 1.8200 -0.7636 -2.4632  C161 1.224
164 H 3.7071 -2.2863 -3.9268  C159 1.089
165 H 4.4433 -1.4295 -2.5515  C159 1.090
166 H 5.1832 -1.2959 -4.1116  C159 1.089
167 H 3.6644 0.3617 -4.7125  N160 1.004
168 H 0.3938 1.0945 -3.6901  C162 1.084
169 H 1.7814 1.5522 -4.7683  C162 1.088
170 H 1.7548 1.9697 -3.0349  C162 1.095

Atomic partial charges in e from the Löwdin method, atoms 1 to 99: -0.09 -0.26 -0.20 -0.27 -0.07 -0.24 -0.07 0.07 0.05 0.07 0.12 0.11 0.11 0.11 0.06 0.06 0.06 0.11 0.10 0.08 0.08 0.03 -0.08 -0.24 -0.18 -0.28 -0.07 -0.28 -0.09 0.06 0.06 0.08 0.11 0.11 0.10 0.10 0.05 0.08 0.07 0.09 0.11 0.07 0.08 0.07 -0.07 -0.24 -0.18 -0.29 -0.09 -0.25 -0.08 0.07 0.07 0.05 0.08 0.10 0.10 0.12 0.08 0.07 0.06 0.11 0.10 0.08 0.07 0.06 -0.08 -0.25 -0.18 -0.26 -0.08 -0.27 -0.08 0.06 0.05 0.08 0.12 0.08 0.12 0.08 0.06 0.06 0.07 0.11 0.11 0.07 0.08 0.06 -0.08 -0.24 -0.18 -0.27 -0.09 -0.25 -0.07 0.06 0.07 0.07 0.10